Here is C24H28F6N4O6PPdS3 as an isolated structure from the OMol25 dataset. Energies are from wB97M-V/def2-TZVPD.

The geometry in ORCA input format:
```
! wB97M-V def2-TZVPD RIJCOSX def2/J DEFGRID3
* xyz 3 5
Pd -0.26746 0.76627 0.25463
F -5.06034 -0.00699 -0.18566
C -4.94011 0.35044 1.09085
F -5.24399 1.62800 1.22660
F -5.70883 -0.39875 1.84537
S -3.17610 0.15580 1.60982
O -3.04987 0.53092 2.98078
O -2.44143 1.01275 0.65723
N -2.97194 -1.37591 1.27950
S -1.58984 -2.08301 1.50143
O -1.48113 -3.22102 0.63146
O -0.46569 -1.13780 1.50638
C -1.59046 -2.78994 3.21107
F -0.42878 -3.39083 3.39962
F -1.74285 -1.81159 4.08939
F -2.58234 -3.65042 3.30332
N 2.08045 2.22059 -1.17503
P 1.92055 0.51278 -0.64113
C 2.21151 -0.32453 -2.19478
C 1.28807 -0.13515 -3.23066
C 1.47814 -0.76881 -4.44416
C 2.57474 -1.60916 -4.62104
C 3.47551 -1.82043 -3.58668
C 3.30167 -1.17831 -2.36921
C 3.31378 0.31813 0.44107
C 3.07969 -0.27574 1.68224
C 4.14127 -0.48813 2.54809
C 5.42062 -0.09033 2.18498
C 5.65572 0.50324 0.94809
C 4.60756 0.69898 0.06778
C 1.07472 3.06777 -1.32345
C 1.29177 4.38318 -1.83744
C 0.21053 5.21555 -2.02209
C -1.05351 4.74341 -1.69447
C -1.19296 3.43333 -1.16259
N -0.17754 2.62737 -0.98462
H 3.00381 2.56024 -1.43302
H 0.42362 0.50698 -3.09105
H 0.78015 -0.60985 -5.25507
H 2.72598 -2.10030 -5.57313
H 4.32109 -2.47942 -3.72892
H 4.00811 -1.34414 -1.56657
H 2.07700 -0.58548 1.95494
H 3.97503 -0.96504 3.50464
H 6.24610 -0.24992 2.86576
H 6.65798 0.79884 0.66983
H 4.81107 1.12170 -0.91081
H 2.29820 4.69739 -2.08418
H 0.34524 6.21358 -2.41704
H -1.93581 5.35549 -1.82453
H -2.16722 3.05858 -0.86864
C -2.79848 -4.94058 -1.66235
N -2.93932 -3.51260 -1.74449
C -4.20815 -2.87878 -1.55610
C -1.74366 -2.71852 -1.90078
O -1.79778 -1.52816 -1.90178
H -3.77330 -5.41614 -1.63405
H -2.23353 -5.16911 -0.74825
H -2.21051 -5.29912 -2.51296
H -4.52912 -3.07842 -0.52361
H -4.93868 -3.35064 -2.22000
H -4.12460 -1.81172 -1.72377
H -0.84466 -3.33212 -2.01092
C -1.07271 3.29197 3.30085
S 0.51575 2.50131 3.14423
C 0.18927 1.00222 4.04834
O 0.67791 2.10943 1.65960
H -1.21483 3.53067 4.35576
H -1.86152 2.62712 2.95424
H -1.03475 4.21812 2.73091
H 0.04415 1.28107 5.09289
H 1.06902 0.36785 3.96518
H -0.70197 0.51584 3.65817
*
```

Properties
E	-105138.00007	eV
maximum force	0.16	eV/A
HOMO-LUMO gap (alpha / beta)	8.334 / 5.130	eV
relative energy (zero: lowest compared OMol25 entry of this formula, charge and spin)	0.0	kcal/mol
highest occupied orbital energy (alpha / beta)	-0.61111 / -0.62527	hartree

---

Here is C24H28FN3O2 in the gas phase from the OMol25 dataset. Energies are from wB97M-V/def2-TZVPD.

The geometry in ORCA input format:
```
! wB97M-V def2-TZVPD RIJCOSX def2/J DEFGRID3
* xyz 0 1
C 2.33165 4.22980 -0.46904
O 1.21390 3.39691 -0.65087
C 1.20978 2.53693 -1.70875
C 2.21978 2.43008 -2.65612
C 2.09190 1.50663 -3.68111
C 0.99389 0.67349 -3.75467
C -0.01759 0.75678 -2.80089
C -1.17557 -0.20188 -2.82913
C -0.99241 -1.41284 -1.87935
C 0.34876 -2.09754 -2.21536
O 0.67465 -3.21221 -1.42979
C -2.18679 -2.36330 -2.04772
C -2.20174 -3.45321 -0.97654
C -2.05487 -2.86087 0.42306
N -0.86796 -2.02143 0.51018
C -0.66611 -1.54794 1.87535
C 0.52467 -0.63052 1.98707
C 1.68905 -0.93001 1.28712
C 2.73155 -0.02549 1.26008
F 3.84390 -0.33324 0.56400
C 2.66274 1.19391 1.91122
C 1.53006 1.47722 2.64384
C 0.47596 0.56861 2.70567
N -0.62348 0.91654 3.50577
C -1.29164 0.13614 4.39115
C -2.23220 0.93274 4.99448
C -2.05381 2.19474 4.40532
N -1.07807 2.17076 3.52437
C -0.98608 -0.91553 -0.42990
C 0.08864 1.71273 -1.80475
H 2.13522 4.78973 0.44390
H 2.45389 4.92910 -1.30291
H 3.25114 3.64771 -0.34823
H 3.09738 3.05509 -2.61387
H 2.87177 1.43458 -4.42469
H 0.92034 -0.05112 -4.55139
H -2.09008 0.32236 -2.54258
H -1.30653 -0.58202 -3.84415
H 0.32859 -2.44982 -3.25147
H 1.14672 -1.34400 -2.12743
H 0.40728 -2.99193 -0.51942
H -3.10747 -1.77657 -1.97623
H -2.15979 -2.82421 -3.03652
H -3.14278 -4.00453 -1.02780
H -1.38818 -4.15313 -1.16102
H -2.95938 -2.27613 0.67402
H -1.96217 -3.66862 1.15475
H -0.51720 -2.43294 2.50560
H -1.56807 -1.02284 2.23396
H 1.77334 -1.85420 0.73819
H 3.48456 1.88864 1.85220
H 1.43062 2.41087 3.17391
H -1.02882 -0.88908 4.55382
H -2.94043 0.65435 5.74725
H -2.59302 3.10203 4.59128
H -1.91152 -0.34185 -0.23798
H -0.13722 -0.24707 -0.28672
H -0.69077 1.84761 -1.07116
*
```

Properties
E	-36624.78704	eV
maximum force	0.88	eV/A
structure (SMILES)	COc1cccc(C[C@]2(CO)CCCN(Cc3cc(F)ccc3-n3cccn3)C2)c1
HOMO-LUMO gap	9.130	eV
relative energy (zero: lowest compared OMol25 entry of this formula, charge and spin)	40.1	kcal/mol
highest occupied orbital energy	-0.30974	hartree

---

Here is C24H28HgNO3 as an isolated structure in a non-equilibrium geometry from the OMol25 dataset. Energies are from wB97M-V/def2-TZVPD.

The geometry in ORCA input format:
```
! wB97M-V def2-TZVPD RIJCOSX def2/J DEFGRID3
* xyz -1 1
C 0.25766 0.56556 3.63825
C -0.75460 0.77925 2.65959
C -0.79857 -0.31663 1.79256
H -1.39399 1.65890 2.60720
C 0.29208 -1.21713 2.14209
C 0.89987 -0.65118 3.35557
H 0.30782 -2.27841 1.88695
C 1.59993 3.34395 0.53089
C 0.27118 3.60142 0.97481
C -0.62872 2.97694 0.06890
H -0.01549 4.16275 1.85976
C 0.14822 2.30461 -0.91661
C 1.52197 2.52782 -0.62301
H -1.54476 -0.52209 1.02516
H 1.66878 -1.13989 3.95768
H 0.46307 1.21477 4.49085
H 2.35093 2.14181 -1.21392
H -1.72041 2.99360 0.10232
H 2.51747 3.71496 0.97408
Hg 2.01973 -0.34887 1.00092
C -0.32342 1.48174 -2.07634
C 0.33007 2.05356 -3.34646
C -1.84783 1.52124 -2.22120
H -0.00281 3.09497 -3.46989
H 0.02790 1.45034 -4.20792
H 1.42418 2.03475 -3.26904
H -2.16816 2.56506 -2.33424
H -2.35147 1.08017 -1.35047
H -2.13567 0.96372 -3.12048
C 0.14537 0.01500 -1.79467
C -0.05141 -0.96501 -2.94336
H -0.37425 -0.36331 -0.89462
H 1.23483 -0.00046 -1.57896
O 0.05009 -0.62829 -4.12054
N -0.32374 -2.28222 -2.66446
C -0.14871 -2.98461 -1.38907
H -0.33162 -2.86515 -3.49841
C -1.44383 -3.08691 -0.61385
C -1.44558 -3.80072 0.58905
H -0.52483 -4.30305 0.90095
C -2.59765 -3.83573 1.37195
H -2.57920 -4.36118 2.32544
C -3.76347 -3.19914 0.93177
H -4.66491 -3.23222 1.54343
C -3.77538 -2.52741 -0.29353
H -4.67427 -2.03187 -0.65659
C -2.61646 -2.48277 -1.07909
H -2.61476 -1.98168 -2.05151
H 0.63435 -2.49330 -0.77547
H 0.22736 -3.99383 -1.62622
C 4.14440 1.76264 2.75608
O 4.67527 1.29480 1.43688
C 3.96590 0.57931 0.57154
O 4.33090 0.35853 -0.57175
H 4.97314 2.30479 3.22354
H 3.84586 0.90947 3.38116
H 3.28763 2.43664 2.60230
*
```

Properties
E	-37148.58041	eV
maximum force	2.61	eV/A
HOMO-LUMO gap	5.479	eV
relative energy (zero: lowest compared OMol25 entry of this formula, charge and spin)	7.0	kcal/mol
highest occupied orbital energy	-0.10981	hartree

---

Here is C24H28IrN3OP2S2 as an isolated structure in a non-equilibrium geometry from the OMol25 dataset. Energies are from wB97M-V/def2-TZVPD.

The geometry in ORCA input format:
```
! wB97M-V def2-TZVPD RIJCOSX def2/J DEFGRID3
* xyz 0 1
Ir -0.60766 0.31440 -0.41589
N -4.52123 1.66817 -1.79712
C -3.44578 1.05342 -1.20354
S -1.98003 1.02512 -2.16185
N -3.61725 0.54122 -0.03261
N -2.43959 0.03566 0.53591
C -2.60725 -0.94165 1.34832
C -1.57863 -1.51214 2.19740
C -1.96201 -2.53927 3.06916
C -1.09536 -3.05620 4.00589
C 0.19279 -2.52274 4.08903
C 0.60532 -1.52985 3.22861
C -0.24941 -1.02675 2.23419
O 0.22009 -0.09660 1.42703
H -4.47093 1.78209 -2.79508
H -5.42139 1.40499 -1.42865
H -3.61801 -1.33146 1.44284
H -2.97537 -2.91988 2.99886
H -1.40948 -3.84801 4.67158
H 0.88360 -2.90250 4.83252
H 1.60825 -1.12293 3.28049
C 2.75815 0.42326 -0.05966
P 1.44739 0.51275 -1.32740
C 2.07910 -0.58765 -2.61309
C 1.65151 2.21340 -1.93494
C 2.52343 2.59409 -2.94884
C 2.60789 3.92652 -3.32382
C 1.83973 4.88252 -2.67116
C 0.98232 4.50726 -1.64807
C 0.86773 3.16836 -1.28527
P -0.27983 2.58831 0.02789
C -1.69582 3.72063 -0.13893
C 0.49101 3.20272 1.55689
H 3.66054 0.91247 -0.42753
H 2.97582 -0.62033 0.16738
H 2.41336 0.89197 0.85875
H 3.15969 -0.47969 -2.71110
H 1.58813 -0.38277 -3.56406
H 1.83236 -1.60904 -2.32509
H 3.14248 1.85634 -3.44475
H 3.27720 4.22049 -4.12191
H 1.90471 5.92195 -2.96609
H 0.39210 5.26455 -1.14673
H -1.40904 4.74579 0.09562
H -2.47322 3.40127 0.55758
H -2.09579 3.65736 -1.14670
H 0.70940 4.26540 1.45208
H 1.41094 2.66068 1.76977
H -0.19702 3.04861 2.38883
S -0.83795 -1.80849 -1.44586
C -0.21147 -3.17254 -0.50020
C -0.94413 -4.36154 -0.51299
C -0.47086 -5.49585 0.12889
C 0.74350 -5.46726 0.80094
C 1.47668 -4.28995 0.82241
C 1.00710 -3.15707 0.17458
H -1.89200 -4.38450 -1.03693
H -1.05801 -6.40613 0.10663
H 1.11169 -6.35020 1.30732
H 2.42191 -4.25021 1.35116
H 1.57859 -2.23854 0.20726
*
```

Properties
E	-74951.39430	eV
maximum force	1.31	eV/A
HOMO-LUMO gap	7.383	eV
relative energy (zero: lowest compared OMol25 entry of this formula, charge and spin)	8.8	kcal/mol
highest occupied orbital energy	-0.25625	hartree